A structure of composition C37H34F41IN2O5S. Source: OMol25; level of theory: wB97M-V/def2-TZVPD.

Structure (XYZ):
```
121
Properties=species:S:1:pos:R:3
C 2.86 0.61 0.79
C 2.11 -0.71 1.14
C 1.03 -1.19 0.12
I 1.43 -0.62 -1.93
C -0.39 -0.85 0.54
C -1.35 -1.78 0.48
C -2.74 -1.51 0.85
C -3.14 -0.32 1.31
C -4.59 0.02 1.69
C -5.60 -0.69 0.76
C -5.59 -0.10 -0.65
F -6.09 -1.02 -1.59
C -2.16 0.73 1.45
N -2.33 1.94 1.90
S -0.89 2.70 1.87
N -0.03 1.50 1.24
C -0.78 0.43 1.05
H 2.29 1.29 0.17
H 3.03 1.14 1.74
H 3.87 0.41 0.40
H 1.57 -0.51 2.08
H 2.82 -1.53 1.32
H 1.06 -2.28 0.14
H -1.13 -2.79 0.13
H -3.47 -2.31 0.78
H -4.81 -0.14 2.75
H -4.69 1.10 1.48
H -6.60 -0.50 1.18
H -5.46 -1.78 0.73
H -4.57 0.15 -0.97
H -6.23 0.79 -0.74
C 0.23 -4.56 4.43
C -0.57 -4.74 3.12
C -1.87 -3.94 2.99
F -2.78 -4.27 3.92
F -2.44 -4.19 1.78
F -0.81 -6.05 2.92
F 0.24 -4.33 2.11
O 0.07 -5.55 5.44
C -0.96 -5.45 6.36
C -1.93 -6.63 6.27
F -2.50 -6.70 5.05
F -2.93 -6.48 7.17
F -1.59 -4.26 6.25
F -0.39 -5.46 7.58
H 1.27 -4.65 4.14
H 0.13 -3.55 4.83
H -1.68 -2.86 3.05
H -1.41 -7.57 6.46
C -6.74 2.02 -4.10
C -7.48 2.37 -5.41
C -6.91 3.51 -6.25
F -6.92 4.69 -5.60
F -7.66 3.67 -7.37
F -8.78 2.59 -5.13
F -7.43 1.25 -6.19
O -7.29 2.56 -2.89
C -6.88 3.83 -2.53
C -8.05 4.82 -2.49
F -8.64 4.93 -3.69
F -7.61 6.05 -2.15
F -5.88 4.26 -3.31
F -6.37 3.73 -1.28
H -6.85 0.94 -3.98
H -5.66 2.18 -4.16
H -5.88 3.30 -6.56
H -8.81 4.50 -1.77
C -1.27 9.25 0.75
C 0.19 8.75 0.66
C 0.46 7.53 -0.22
F -0.19 6.44 0.21
F 1.78 7.24 -0.21
F 0.66 8.54 1.91
F 0.92 9.78 0.15
O -2.03 8.85 1.89
C -2.71 7.65 1.88
C -2.21 6.70 2.97
F -0.90 6.41 2.80
F -2.89 5.53 2.91
F -2.68 7.09 0.65
F -4.01 7.93 2.13
H -1.20 10.33 0.85
H -1.81 9.09 -0.18
H 0.17 7.73 -1.26
H -2.34 7.14 3.96
C 4.66 -2.60 -3.59
C 5.11 -1.24 -4.16
C 4.42 -0.77 -5.44
F 4.66 -1.60 -6.48
F 4.91 0.45 -5.80
F 6.45 -1.24 -4.31
F 4.83 -0.31 -3.20
O 5.48 -3.73 -3.87
C 5.30 -4.45 -5.04
C 6.54 -4.42 -5.93
F 6.85 -3.16 -6.29
F 6.32 -5.12 -7.06
F 4.19 -4.04 -5.69
F 5.08 -5.73 -4.67
H 4.73 -2.49 -2.51
H 3.61 -2.80 -3.79
H 3.34 -0.68 -5.30
H 7.40 -4.85 -5.41
C 8.41 -2.73 1.73
C 7.61 -2.88 0.43
C 6.42 -1.95 0.23
F 5.47 -2.13 1.17
F 5.83 -2.19 -0.97
F 7.23 -4.17 0.29
F 8.48 -2.62 -0.59
O 8.13 -3.64 2.79
C 7.11 -3.38 3.68
C 6.02 -4.45 3.63
F 5.46 -4.51 2.41
F 5.03 -4.14 4.51
F 6.63 -2.14 3.51
F 7.67 -3.40 4.92
H 9.45 -2.95 1.46
H 8.43 -1.70 2.09
H 6.72 -0.90 0.25
H 6.42 -5.43 3.88
```

Computed properties:
Highest occupied orbital energy in eV: -9.106
Net charge: 0
LUMO level in eV: -0.8
HOMO-LUMO gap in eV: 8.3

Atom charges from the Löwdin analysis, given in e for atoms 1 to 8:
1 C -0.17
2 C -0.27
3 C -0.65
4 I 0.89
5 C -0.26
6 C -0.03
7 C -0.02
8 C -0.17

=====

A cluster of 2 separate species, C13H21F4N2O2 in total. Source: OMol25; level of theory: wB97M-V/def2-TZVPD.

Structure (XYZ):
```
42
Properties=species:S:1:pos:R:3
F 1.17 1.96 -0.33
C 0.71 1.18 -1.38
C 0.48 -0.24 -0.87
C -0.93 -0.75 -1.19
C -1.04 -2.22 -1.02
C -1.59 -3.22 -1.79
N -1.36 -4.41 -1.12
C -0.71 -4.18 0.02
C -0.30 -5.25 0.98
C 0.89 -4.84 1.85
C 1.84 -5.99 2.16
F 1.36 -7.17 1.77
F 2.07 -6.06 3.47
F 3.02 -5.81 1.56
N -0.50 -2.86 0.10
H 1.50 1.18 -2.12
H -0.20 1.62 -1.77
H 0.64 -0.23 0.20
H 1.19 -0.93 -1.33
H -1.67 -0.24 -0.57
H -1.16 -0.53 -2.23
H -2.08 -3.11 -2.74
H -1.63 -5.33 -1.44
H -1.17 -5.49 1.59
H -0.06 -6.12 0.38
H 1.48 -4.09 1.33
H 0.57 -4.40 2.79
H -0.03 -2.42 0.87
O -1.89 4.01 -1.29
C -1.28 4.87 -0.73
O 0.00 5.08 -1.08
C 0.78 6.17 -0.59
C 1.43 5.85 0.74
C -1.89 5.68 0.40
H 0.19 7.09 -0.55
H 1.55 6.33 -1.34
H 0.68 5.67 1.52
H 2.07 6.67 1.06
H 2.03 4.95 0.66
H -1.78 5.11 1.32
H -2.94 5.81 0.18
H -1.44 6.66 0.54
```

Computed properties:
Highest occupied orbital energy in eV: -12.057
Net charge: +1
LUMO level in eV: -2.9
HOMO-LUMO gap in eV: 9.2

Atom charges from the Löwdin analysis, given in e for atoms 1 to 8:
1 F -0.05
2 C -0.18
3 C -0.16
4 C -0.12
5 C -0.19
6 C 0.04
7 N 0.16
8 C -0.22

=====

Which calculated total energy belongs to each record? In order, -6706.41574; -1167.22121 Ha.